Here is a structure of composition C78H138F16N19O37S16 at a distorted geometry from the OMol25 dataset. Energies are from the ωB97M-V functional and the def2-TZVPD basis.

* total energy: -404002.9527 eV
* lowest unoccupied orbital energy: -6.7 eV
* total charge: +3
* highest occupied orbital energy: -13.33 eV
* Kohn-Sham gap: 6.7 eV

Geometry as XYZ:
```
304
Properties=species:S:1:pos:R:3:lowdin_charge:R:1
C 26.789 10.087 21.024 0.03
C 26.355 11.072 19.842 -0.44
C 25.408 12.079 20.325 -0.14
C 26.099 13.117 21.309 -0.13
C 27.208 13.956 20.702 -0.13
C 28.370 13.112 20.242 -0.40
N 27.724 11.781 19.497 0.06
O 28.489 11.375 18.720 0.21
C 29.253 12.515 21.299 -0.01
C 29.241 13.923 19.266 0.00
C 25.988 10.332 18.639 -0.02
H 27.628 9.420 20.740 0.11
H 25.900 9.458 21.208 0.11
H 27.003 10.572 21.939 0.05
H 24.543 11.570 20.782 0.12
H 24.951 12.715 19.480 0.12
H 26.336 12.627 22.239 0.10
H 25.218 13.752 21.600 0.11
H 27.615 14.689 21.395 0.14
H 26.811 14.672 20.046 0.09
H 30.213 12.222 20.803 0.11
H 28.753 11.772 21.955 0.09
H 29.508 13.444 21.940 0.14
H 29.923 14.614 19.772 0.12
H 28.694 14.432 18.503 0.05
H 29.907 13.227 18.766 0.09
H 25.614 10.979 17.823 0.11
H 25.320 9.510 18.900 0.11
H 26.847 9.791 18.222 0.10
C 28.162 26.801 13.272 0.02
C 27.362 26.903 14.614 -0.42
C 28.098 27.629 15.714 -0.09
C 28.090 29.218 15.715 -0.15
C 26.735 29.800 15.654 -0.14
C 25.972 29.272 14.388 -0.38
N 26.176 27.705 14.155 0.07
O 25.362 27.109 13.423 0.19
C 26.504 29.878 13.092 -0.01
C 24.476 29.471 14.644 0.00
C 27.054 25.436 15.068 0.01
H 28.377 27.720 12.729 0.08
H 27.542 26.278 12.565 0.09
H 29.124 26.403 13.479 0.08
H 29.080 27.138 15.701 0.13
H 27.520 27.448 16.614 0.09
H 28.638 29.668 14.858 0.12
H 28.661 29.599 16.551 0.12
H 26.860 30.825 15.453 0.11
H 26.101 29.782 16.585 0.15
H 26.498 30.973 13.066 0.11
H 25.927 29.539 12.185 0.12
H 27.560 29.582 13.002 0.07
H 24.140 28.873 15.457 0.07
H 23.919 29.289 13.770 0.07
H 24.326 30.502 15.016 0.12
H 27.977 24.801 15.198 0.10
H 26.551 24.859 14.214 0.10
H 26.466 25.489 15.942 0.03
C 17.801 24.211 19.002 -0.03
C 18.319 24.298 20.442 -0.16
N 19.799 24.055 20.612 -0.23
C 20.207 24.188 22.054 0.03
C 20.211 22.649 20.038 -0.15
C 19.390 21.558 20.652 -0.07
C 20.664 25.003 19.763 -0.07
C 20.492 26.507 19.922 -0.20
O 20.965 26.935 21.159 -0.19
C 21.020 28.309 21.243 -0.12
H 16.723 24.507 19.051 0.11
H 17.941 23.190 18.688 0.07
H 18.298 24.862 18.302 0.07
H 17.837 23.493 21.046 0.13
H 18.104 25.204 21.006 0.13
H 20.237 25.271 22.239 0.12
H 21.152 23.709 22.187 0.05
H 19.581 23.671 22.724 0.09
H 21.324 22.564 20.291 0.12
H 20.070 22.643 18.956 0.11
H 18.426 21.510 20.153 0.09
H 19.045 21.716 21.670 0.08
H 19.914 20.640 20.598 0.04
H 20.444 24.706 18.735 0.10
H 21.670 24.743 20.100 0.13
H 19.474 26.815 19.719 0.13
H 21.105 26.973 19.185 0.10
H 20.122 28.953 21.369 0.10
H 21.603 28.686 20.396 0.09
H 21.530 28.487 22.235 0.12
C 18.328 12.959 22.700 -0.06
C 17.274 12.669 21.574 -0.12
N 17.026 13.746 20.514 -0.26
C 18.177 14.043 19.656 0.00
C 15.955 13.262 19.527 -0.17
C 14.579 13.049 20.014 -0.07
C 16.628 14.992 21.234 -0.06
C 16.255 16.157 20.343 -0.25
O 15.104 15.874 19.721 -0.22
C 14.534 16.807 18.785 -0.04
H 18.928 12.090 22.893 0.07
H 17.883 13.334 23.650 0.10
H 19.140 13.659 22.375 0.04
H 16.260 12.474 21.963 0.11
H 17.468 11.676 21.042 0.15
H 17.840 14.680 18.843 0.09
H 18.576 13.105 19.207 0.12
H 18.927 14.458 20.279 0.08
H 16.277 12.286 19.173 0.14
H 15.887 14.066 18.804 0.12
H 14.480 12.321 20.834 0.09
H 14.044 12.681 19.120 0.11
H 14.023 13.920 20.236 0.06
H 17.490 15.230 21.903 0.13
H 15.808 14.773 21.907 0.15
H 17.005 16.439 19.597 0.10
H 16.227 17.091 20.927 0.14
H 13.458 16.541 18.777 0.10
H 14.902 16.638 17.752 0.10
H 14.555 17.875 19.050 0.10
C 22.730 18.197 26.940 -0.05
C 21.258 18.525 27.227 -0.17
N 21.034 19.267 28.533 -0.25
C 21.571 20.656 28.511 0.02
C 19.530 19.327 28.730 -0.15
C 18.825 20.214 27.711 -0.06
C 21.652 18.487 29.630 -0.10
C 21.200 18.674 31.049 -0.27
O 21.408 19.962 31.360 -0.19
C 21.128 20.343 32.643 -0.08
H 23.012 17.305 27.485 0.08
H 23.475 19.020 27.143 0.10
H 22.759 17.943 25.900 0.06
H 20.667 17.617 27.339 0.12
H 20.827 19.175 26.494 0.09
H 22.669 20.589 28.392 0.11
H 21.430 21.194 29.448 0.11
H 21.250 21.176 27.628 0.10
H 19.250 19.726 29.711 0.13
H 19.104 18.299 28.639 0.15
H 18.867 21.317 27.954 0.11
H 17.772 20.002 27.786 0.09
H 19.218 20.109 26.703 0.05
H 22.734 18.831 29.646 0.16
H 21.622 17.372 29.470 0.17
H 21.840 18.074 31.629 0.13
H 20.192 18.325 31.159 0.13
H 20.157 20.034 32.887 0.08
H 21.265 21.419 32.662 0.10
H 21.920 19.977 33.365 0.12
C 37.195 24.476 15.731 0.05
N 36.159 23.609 15.133 -0.08
C 36.230 22.238 15.327 0.04
C 35.340 21.372 14.747 0.03
C 34.383 21.959 13.877 -0.13
C 34.333 23.309 13.723 0.04
C 35.247 24.126 14.389 -0.01
C 33.292 21.117 13.271 -0.09
C 33.518 19.742 13.130 0.03
C 32.630 18.920 12.580 -0.03
N 31.423 19.390 12.321 -0.08
C 31.054 20.644 12.542 0.05
C 31.970 21.597 13.043 0.07
C 30.416 18.334 11.964 0.06
H 36.827 24.548 16.734 0.11
H 37.311 25.428 15.166 0.12
H 38.137 23.879 15.744 0.12
H 36.981 21.809 15.963 0.15
H 35.293 20.327 15.015 0.13
H 33.632 23.816 13.069 0.14
H 35.338 25.167 14.171 0.15
H 34.524 19.345 13.281 0.14
H 32.786 17.904 12.345 0.14
H 29.985 20.845 12.358 0.12
H 31.688 22.607 13.189 0.07
H 30.698 17.971 10.984 0.11
H 29.431 18.854 12.027 0.10
H 30.436 17.513 12.717 0.12
C 22.140 12.659 14.017 0.01
N 22.128 14.111 13.962 -0.07
C 23.321 14.725 13.957 0.02
C 23.370 16.077 13.758 0.05
C 22.225 16.711 13.412 -0.11
C 20.964 16.080 13.450 0.05
C 20.965 14.785 13.825 0.00
C 22.275 18.171 13.105 -0.10
C 23.178 18.750 12.213 0.05
C 23.182 20.080 12.068 -0.02
N 22.436 20.896 12.789 -0.01
C 21.542 20.371 13.670 0.04
C 21.398 19.015 13.782 0.04
C 22.576 22.406 12.738 0.07
H 22.287 12.238 13.008 0.12
H 21.180 12.357 14.415 0.10
H 22.925 12.202 14.648 0.12
H 24.235 14.191 14.111 0.12
H 24.346 16.492 13.876 0.13
H 20.061 16.611 13.274 0.13
H 20.017 14.279 14.077 0.17
H 23.800 18.087 11.675 0.13
H 23.893 20.543 11.393 0.15
H 21.098 21.091 14.334 0.13
H 20.603 18.630 14.450 0.11
H 23.628 22.610 12.727 0.06
H 22.046 22.815 13.556 0.07
H 22.245 22.885 11.851 0.10
C 27.429 24.122 18.774 0.04
N 26.638 22.942 18.990 -0.09
C 27.268 21.875 19.451 -0.03
C 26.613 20.682 19.618 0.06
C 25.222 20.661 19.220 -0.05
C 24.552 21.856 18.820 0.06
C 25.345 23.004 18.659 0.01
C 24.315 19.523 19.696 -0.10
C 23.203 19.848 20.464 0.02
C 22.315 18.888 20.884 0.01
N 22.510 17.606 20.559 -0.04
C 23.562 17.247 19.823 0.02
C 24.480 18.198 19.417 0.05
C 21.568 16.521 21.051 0.06
H 26.870 24.754 18.089 0.08
H 28.410 23.926 18.336 0.11
H 27.433 24.588 19.711 0.10
H 28.355 21.943 19.582 0.16
H 27.104 19.728 19.923 0.13
H 23.445 21.790 18.800 0.12
H 24.968 24.001 18.571 0.09
H 22.960 20.862 20.792 0.10
H 21.430 19.133 21.534 0.14
H 23.666 16.201 19.603 0.13
H 25.329 17.841 18.903 0.09
H 21.546 16.588 22.153 0.09
H 22.027 15.623 20.643 0.05
H 20.517 16.617 20.707 0.11
N 31.722 22.695 15.529 -0.32
S 31.373 24.256 15.720 0.51
O 32.442 25.166 15.937 -0.26
O 30.172 24.436 16.426 -0.25
F 31.071 24.343 14.138 -0.22
S 32.304 21.844 16.720 0.55
O 32.612 22.704 17.787 -0.25
O 33.358 20.912 16.315 -0.29
F 31.012 20.889 16.919 -0.18
N 20.498 18.322 17.861 -0.28
S 20.789 19.860 17.490 0.51
O 21.236 20.519 18.641 -0.28
O 19.861 20.651 16.678 -0.28
F 22.009 19.643 16.556 -0.15
S 19.586 17.282 17.116 0.46
O 19.385 17.558 15.763 -0.29
O 18.401 16.936 17.819 -0.26
F 20.609 16.102 16.993 -0.17
N 26.972 17.079 16.195 -0.29
S 26.741 15.456 16.301 0.45
O 27.959 14.791 16.454 -0.28
O 25.816 15.016 15.254 -0.32
F 26.033 15.103 17.583 -0.14
S 28.024 17.745 17.313 0.54
O 29.364 17.600 16.844 -0.27
O 27.611 17.613 18.683 -0.31
F 27.541 19.231 16.928 -0.20
N 23.897 25.455 16.721 -0.28
S 22.418 24.905 16.335 0.47
O 21.400 25.793 16.851 -0.28
O 22.314 23.534 16.477 -0.25
F 22.455 25.135 14.809 -0.14
S 24.301 26.517 17.784 0.45
O 25.526 27.061 17.322 -0.29
O 24.281 26.041 19.109 -0.26
F 23.155 27.646 17.758 -0.18
N 27.347 21.981 13.979 -0.29
S 27.118 21.936 12.483 0.44
O 25.788 22.156 12.000 -0.29
O 27.939 21.009 11.830 -0.27
F 27.692 23.394 12.161 -0.19
S 26.254 21.611 15.097 0.54
O 26.861 22.010 16.327 -0.27
O 25.632 20.350 14.962 -0.25
F 25.070 22.765 14.956 -0.21
N 23.732 21.929 23.501 -0.29
S 22.361 21.813 24.120 0.44
O 21.780 23.114 24.404 -0.29
O 22.500 20.770 25.104 -0.29
F 21.396 21.193 23.082 -0.16
S 24.226 22.974 22.334 0.51
O 23.311 23.017 21.260 -0.29
O 25.629 22.825 22.041 -0.25
F 24.092 24.211 23.192 -0.10
N 18.557 17.808 24.761 -0.29
S 19.578 16.629 24.633 0.45
O 19.611 16.002 23.322 -0.31
O 19.381 15.766 25.752 -0.27
F 20.927 17.301 24.801 -0.14
S 18.254 18.846 23.632 0.48
O 16.989 18.620 23.093 -0.25
O 19.363 19.130 22.779 -0.30
F 18.023 20.187 24.521 -0.19
N 21.356 13.027 19.146 -0.28
S 21.988 12.885 20.538 0.50
O 20.951 12.991 21.491 -0.26
O 23.231 13.633 20.639 -0.33
F 22.439 11.361 20.753 -0.18
S 22.190 13.051 17.771 0.51
O 23.582 13.332 17.792 -0.27
O 21.319 13.674 16.885 -0.27
F 22.077 11.459 17.455 -0.19
```